#i
Computed, not measured: a 12-piece molecular cluster, C24H72O24 overall, with ωB97M-V/def2-TZVPD.

```
120
C24H72O24 (ωB97M-V/def2-TZVPD)
C -3.528 -2.932 1.050
C -2.852 -3.025 2.333
O -1.449 -3.159 2.278
O -3.426 -4.139 0.248
H -3.210 -2.070 0.471
H -4.616 -2.883 1.151
H -3.280 -3.951 2.814
H -3.164 -2.200 3.019
H -1.099 -2.881 3.160
H -2.922 -4.061 -0.551
C 2.081 -4.187 -1.140
C 1.312 -3.316 -0.208
O -0.117 -3.187 -0.472
O 2.130 -3.769 -2.492
H 1.657 -5.215 -1.215
H 3.069 -4.224 -0.656
H 1.838 -2.359 -0.299
H 1.492 -3.681 0.791
H -0.702 -3.599 0.211
H 2.534 -2.904 -2.601
C -1.113 3.398 -1.581
C -1.845 4.695 -1.829
O -2.959 4.670 -0.867
O -0.678 3.244 -0.235
H -0.289 3.199 -2.290
H -1.952 2.687 -1.781
H -2.186 4.748 -2.867
H -1.277 5.595 -1.587
H -3.747 4.268 -1.234
H -0.669 4.096 0.241
C -0.598 0.813 -4.491
C -0.003 -0.156 -5.485
O 0.833 -1.039 -4.854
O -1.546 0.183 -3.656
H -1.032 1.686 -4.966
H 0.263 1.195 -3.915
H 0.497 0.458 -6.244
H -0.796 -0.575 -6.155
H 0.417 -1.837 -4.530
H -1.181 0.007 -2.766
C 3.571 0.432 3.186
C 3.912 -0.350 1.967
O 2.846 -1.322 1.651
O 2.222 1.026 3.012
H 4.317 1.192 3.291
H 3.553 -0.115 4.138
H 4.841 -0.848 2.191
H 4.116 0.343 1.139
H 2.033 -0.866 1.834
H 2.348 1.768 2.363
C -4.421 1.135 1.195
C -4.292 0.995 2.665
O -4.380 -0.393 3.035
O -5.760 0.745 0.904
H -3.769 0.455 0.688
H -4.107 2.138 0.904
H -5.091 1.529 3.169
H -3.365 1.415 3.072
H -5.200 -0.750 2.701
H -5.983 1.015 0.013
C -0.704 -4.700 -4.503
C -0.968 -4.540 -5.963
O 0.149 -4.164 -6.706
O -0.256 -3.334 -3.970
H 0.149 -5.368 -4.292
H -1.566 -5.047 -3.926
H -1.795 -3.800 -6.061
H -1.379 -5.403 -6.453
H 0.549 -3.359 -6.313
H 0.479 -3.500 -3.322
C 3.470 -0.169 -3.270
C 4.499 0.846 -2.949
O 4.852 0.893 -1.597
O 4.034 -1.450 -2.796
H 3.167 -0.157 -4.321
H 2.567 -0.068 -2.660
H 4.268 1.894 -3.231
H 5.343 0.530 -3.572
H 4.887 -0.015 -1.314
H 4.714 -1.691 -3.388
C 4.085 3.871 -0.124
C 2.852 2.902 -0.162
O 2.067 3.135 1.041
O 4.669 3.741 1.164
H 3.898 4.925 -0.320
H 4.795 3.518 -0.884
H 3.196 1.878 -0.189
H 2.266 3.063 -1.055
H 1.144 3.138 0.756
H 4.084 4.092 1.830
C 1.784 -1.871 5.380
C 0.816 -2.707 4.568
O -0.510 -2.079 4.450
O 1.623 -2.133 6.777
H 1.684 -0.816 5.058
H 2.793 -2.207 5.108
H 0.717 -3.718 4.963
H 1.200 -2.770 3.552
H -0.295 -1.283 3.935
H 0.717 -1.913 6.991
C 0.299 0.201 -0.375
C -0.135 0.302 1.020
O 0.077 -0.801 1.970
O -0.561 -0.532 -1.223
H 1.342 -0.128 -0.374
H 0.463 1.217 -0.709
H -1.213 0.581 1.077
H 0.364 1.137 1.504
H -0.461 -1.540 1.623
H -0.442 -1.470 -1.017
C -3.303 4.872 4.161
C -3.060 4.847 2.623
O -2.046 3.909 2.210
O -4.517 5.659 4.282
H -2.486 5.339 4.787
H -3.559 3.829 4.486
H -2.765 5.827 2.245
H -4.008 4.593 2.146
H -2.514 3.079 2.200
H -4.795 5.780 5.213
```

Its lowest unoccupied orbital energy is 0.2 eV. Its SMILES is OCCO.OCCO.OCCO.OCCO.OCCO.OCCO.OCCO.OCCO.OCCO.OCCO.OCCO.OCCO. The value obtained for the HOMO energy is -9.4 eV.

---

#ii
Computed, not measured: a 12-piece molecular cluster, C24H72O24 overall, with ωB97M-V/def2-TZVPD.

```
120
C24H72O24 (ωB97M-V/def2-TZVPD)
C -4.568 0.439 0.890
C -5.967 0.032 0.327
O -5.840 -0.504 -1.001
O -4.043 1.510 0.160
H -3.887 -0.384 0.840
H -4.569 0.840 1.924
H -6.506 0.980 0.182
H -6.550 -0.656 0.994
H -5.000 -1.030 -0.991
H -4.071 1.241 -0.760
C 0.452 3.309 -5.560
C 1.211 2.788 -4.337
O 1.175 1.368 -4.186
O 0.944 2.440 -6.657
H 0.692 4.380 -5.704
H -0.623 3.208 -5.515
H 0.763 3.189 -3.397
H 2.270 3.129 -4.347
H 1.479 0.895 -4.980
H 0.151 2.251 -7.135
C -1.836 -3.158 4.409
C -3.039 -2.265 4.217
O -3.849 -2.355 5.407
O -2.117 -4.524 4.711
H -1.110 -2.845 5.151
H -1.337 -3.147 3.445
H -3.661 -2.634 3.454
H -2.678 -1.245 4.041
H -4.421 -1.585 5.524
H -2.944 -4.510 5.223
C 2.305 1.597 2.230
C 1.637 0.941 3.347
O 2.551 0.768 4.466
O 2.709 2.881 2.615
H 1.686 1.639 1.295
H 3.203 1.026 1.984
H 1.250 -0.115 3.131
H 0.836 1.631 3.759
H 3.052 1.567 4.582
H 1.872 3.344 2.543
C 4.745 1.815 -1.369
C 3.283 2.247 -1.382
O 2.369 1.211 -1.614
O 5.239 1.316 -2.581
H 4.826 1.044 -0.592
H 5.324 2.737 -1.185
H 3.159 3.061 -2.134
H 3.063 2.697 -0.392
H 2.134 1.128 -2.541
H 5.488 0.415 -2.399
C 1.792 -3.436 2.317
C 2.639 -2.879 3.436
O 3.503 -1.962 2.846
O 0.768 -2.629 1.894
H 1.354 -4.434 2.638
H 2.439 -3.672 1.473
H 3.255 -3.615 3.982
H 1.957 -2.422 4.181
H 3.676 -1.226 3.433
H 1.184 -1.902 1.372
C 6.545 -2.079 -0.667
C 5.147 -2.612 -0.375
O 5.107 -3.535 0.651
O 6.515 -1.361 -1.925
H 7.158 -2.968 -0.849
H 6.962 -1.509 0.102
H 4.763 -3.057 -1.298
H 4.584 -1.695 -0.239
H 4.820 -3.131 1.469
H 7.382 -1.001 -2.097
C 1.065 -3.478 -2.116
C 2.075 -2.458 -2.626
O 1.890 -2.382 -4.136
O -0.235 -3.039 -2.392
H 1.137 -3.593 -1.032
H 1.284 -4.481 -2.515
H 3.130 -2.640 -2.521
H 2.020 -1.442 -2.298
H 1.985 -3.337 -4.359
H -0.560 -3.026 -3.282
C -0.984 4.563 2.077
C -2.287 3.871 2.382
O -2.046 2.756 3.176
O 0.024 3.739 1.554
H -0.570 4.962 3.007
H -1.152 5.373 1.315
H -2.825 3.617 1.470
H -2.942 4.528 2.979
H -1.704 2.108 2.550
H -0.111 3.727 0.597
C -4.953 -3.651 -1.872
C -3.650 -3.312 -1.227
O -3.552 -1.946 -0.793
O -6.058 -3.442 -1.072
H -4.822 -4.736 -2.004
H -5.058 -3.176 -2.854
H -2.775 -3.487 -1.891
H -3.564 -3.886 -0.312
H -2.991 -1.919 -0.006
H -6.216 -2.530 -0.845
C -1.115 -0.140 0.972
C -0.152 -0.099 -0.167
O 1.101 -0.612 0.186
O -1.597 -1.455 1.230
H -1.916 0.528 0.632
H -0.602 0.277 1.865
H -0.079 0.953 -0.566
H -0.563 -0.694 -0.978
H 1.829 -0.030 -0.106
H -0.843 -2.021 1.468
C -3.244 4.410 -1.631
C -2.073 3.456 -1.800
O -0.765 4.147 -1.610
O -2.799 5.559 -2.306
H -3.389 4.573 -0.572
H -4.210 4.021 -1.993
H -1.978 2.994 -2.753
H -2.100 2.599 -1.124
H -0.840 4.868 -2.255
H -3.016 6.405 -1.881
```

Its lowest unoccupied orbital energy is 0.2 eV. Its SMILES is OCCO.OCCO.OCCO.OCCO.OCCO.OCCO.OCCO.OCCO.OCCO.OCCO.OCCO.OCCO. The value obtained for the HOMO energy is -9.8 eV.

---

Energetically preferred structure: #i | next structure: +0.0019 hartree

---

#i
Computed, not measured: a 2-piece molecular cluster, C2H2INO2S overall, with ωB97M-V/def2-TZVPD.

```
9
C2H2INO2S (ωB97M-V/def2-TZVPD)
C 0.143 -1.609 0.567
C 0.650 -0.395 0.005
N -0.380 -2.428 1.166
O -1.412 -0.172 -1.543
O 0.638 1.205 -2.053
S -0.054 0.206 -1.359
I -0.871 2.353 2.042
H 1.805 -0.236 0.045
H -0.520 1.075 1.129
```

Its lowest unoccupied orbital energy is -1.4 eV. Its SMILES is N#CC=S(=O)=O.I. The value obtained for the HOMO energy is -10.2 eV.

---

#ii
Computed, not measured: one molecule with the formula C2H2INO2S, with ωB97M-V/def2-TZVPD.

```
9
C2H2INO2S (ωB97M-V/def2-TZVPD)
C 1.177 -0.710 0.109
C -0.290 0.214 -0.026
N -1.482 -0.470 -0.235
O -1.493 -1.684 -0.239
O -2.457 0.251 -0.396
S -0.384 1.916 0.019
I 2.983 0.166 0.412
H 1.025 -1.768 0.056
H 0.921 2.086 0.298
```

Its lowest unoccupied orbital energy (alpha / beta) is -1.7 / -1.3 eV. Its SMILES is O=[N+]([O-])/C(S)=C/I. The value obtained for the HOMO energy (alpha / beta) is -8.9 / -8.8 eV.

---

Energetically preferred structure: #i | next structure: +0.1058 hartree

---

#i
Computed, not measured: one molecule with the formula C3H8N2, with ωB97M-V/def2-TZVPD.

```
13
C3H8N2 (ωB97M-V/def2-TZVPD)
C -0.576 -0.004 -1.451
C -0.548 0.656 -0.055
C 0.551 0.077 0.811
H -0.874 -1.074 -1.377
H 0.386 0.039 -1.962
H -1.358 0.437 -2.091
H -1.525 0.560 0.441
H -0.410 1.753 -0.145
H -0.458 -1.808 1.058
H 1.056 -1.555 1.857
H 1.805 1.455 0.499
N 0.249 -1.124 1.416
N 1.702 0.588 1.000
```

Its lowest unoccupied orbital energy is 1.0 eV. Its SMILES is [H]/N=C(/N)CC. The value obtained for the HOMO energy is -9.1 eV.

---

#ii
Computed, not measured: one molecule with the formula C3H8N2, with ωB97M-V/def2-TZVPD.

```
13
C3H8N2 (ωB97M-V/def2-TZVPD)
C -0.785 -1.033 0.087
C 0.227 0.105 0.480
C 1.539 0.235 -0.266
N -1.677 0.006 -0.228
N -0.790 1.095 0.026
H -0.423 -1.659 -0.820
H -1.036 -1.735 0.919
H 0.359 0.138 1.515
H 1.685 0.485 -1.367
H 2.179 -0.615 -0.082
H 2.119 1.220 0.136
H -2.139 -0.049 -1.156
H -1.257 1.808 0.757
```

Its lowest unoccupied orbital energy is 1.2 eV. Its SMILES is C[C@@H]1CNN1. The value obtained for the HOMO energy is -7.7 eV.

---

#iii
Computed, not measured: a 2-piece molecular cluster, C3H8N2 overall, with ωB97M-V/def2-TZVPD.

```
13
C3H8N2 (ωB97M-V/def2-TZVPD)
C 1.142 2.159 -0.184
N 1.363 1.669 0.958
H 1.898 2.043 -0.958
H 0.290 2.784 -0.468
H 0.668 1.997 1.633
C -0.207 -1.566 -1.333
C -1.045 -1.629 -0.305
N -1.075 -0.813 0.810
H 0.637 -0.888 -1.357
H -0.292 -2.295 -2.124
H -1.891 -2.308 -0.330
H -0.636 0.090 0.813
H -1.900 -0.862 1.378
```

Its lowest unoccupied orbital energy is 1.0 eV. Its SMILES is C=CN.C=N. The value obtained for the HOMO energy is -8.1 eV.

---

Energetically preferred structure: #i | next structure: +0.0638 hartree